Entry 1:
Molecular formula: C5H7F
Method: DFT, ωB97M-V/def2-TZVPD

Cartesian coordinates (Å):
C -1.65 -1.91 0.17
C -0.97 -0.84 -0.42
C 0.25 -0.60 0.30
F 0.26 -1.52 1.28
C 1.01 0.49 0.36
C 1.06 1.84 -0.47
H -2.45 -2.14 -0.43
H -1.09 -2.57 0.88
H -1.34 -0.14 -1.11
H 1.72 0.70 1.17
H 1.12 2.63 0.49
H 1.93 2.01 -1.17
H 0.15 2.05 -1.05

Its LUMO energy is 0.8 eV. The spin multiplicity is 1. As for the charge: 0.

=====

Entry 2:
Molecular formula: C6H16
Method: DFT, ωB97M-V/def2-TZVPD

Cartesian coordinates (Å):
C 0.98 -0.29 -0.50
C 1.17 1.22 -0.27
C 2.54 1.72 0.14
C 0.83 2.17 -1.44
H 1.79 -0.67 -1.21
H 0.09 -0.46 -1.07
H 1.03 -0.92 0.38
H 0.41 1.45 0.62
H 3.31 1.23 -0.46
H 2.64 2.87 0.33
H 2.65 1.45 1.20
H -0.20 1.98 -1.65
H 0.94 3.19 -1.22
H 1.56 2.02 -2.14
C -2.18 -1.80 1.55
C -2.93 -2.36 0.33
H -2.58 -2.16 2.54
H -1.22 -2.33 1.57
H -1.66 -0.81 1.53
H -3.00 -1.64 -0.52
H -3.94 -2.66 0.27
H -2.26 -3.22 0.01

Its LUMO energy is 1.0 eV. The spin multiplicity is 1. As for the charge: 0.

=====

Computed energy above the lowest of the compared OMol25 structures with the same formula, charge and spin (kcal/mol) in order:
56.6 46.1